Arrangement 1

A single C4H5ClOS molecule. Source: the Open Molecules 2025 dataset; level of theory: wB97M-V/def2-TZVPD.

```
12
Properties=species:S:1:pos:R:3
S 0.86064 -1.81191 -2.14378
C 0.62615 -0.80609 -0.96476
O 1.52958 -0.00655 -0.43287
C 0.91736 0.87114 0.50906
C -0.61202 0.50399 0.69812
C -0.72099 -0.76970 -0.18733
Cl -2.13847 -0.69602 -1.26900
H 0.95273 1.87609 0.03965
H 1.43347 0.84547 1.41180
H -1.24131 1.28540 0.26524
H -0.89078 0.44904 1.69042
H -0.71637 -1.74085 0.38343
```

**SMILES string**: S=C1OCC[C@H]1Cl
**Gap between HOMO and LUMO**: 9.198 eV
**E_LUMO**: 0.36 eV

---

Arrangement 2

A molecular structure, C4H5ClOS. Source: the Open Molecules 2025 dataset; level of theory: wB97M-V/def2-TZVPD.

```
12
Properties=species:S:1:pos:R:3
C -1.22550 -2.55125 0.05802
C -0.24863 -1.80373 0.43536
C 0.10492 -0.02749 -0.42551
C 0.82216 2.57763 -0.06049
O -0.46495 0.12781 -1.44238
S 1.15399 0.91464 0.55225
Cl 0.90292 -2.03559 1.62760
H -1.26236 -3.54504 0.51705
H -1.88792 -2.38554 -0.74907
H 1.83640 2.98712 -0.15017
H 0.07323 3.16527 0.53825
H 0.19574 2.57617 -0.90090
```

**Gap between HOMO and LUMO**: 9.643 eV
**E_LUMO**: 0.60 eV

---

Which structure loses on stability? arrangement 2 does.